{"formula": "C24H81N27O15", "method": "wB97M-V/def2-TZVPD", "species": ["H", "N", "H", "H", "N", "N", "H", "O", "C", "C", "H", "H", "H", "H", "C", "C", "O", "N", "O", "O", "H", "C", "N", "H", "H", "N", "H", "H", "H", "C", "H", "N", "H", "N", "H", "H", "O", "H", "H", "H", "O", "C", "H", "H", "H", "N", "H", "C", "H", "H", "H", "H", "H", "O", "O", "H", "C", "H", "H", "H", "N", "H", "N", "H", "H", "N", "H", "H", "H", "C", "H", "O", "C", "N", "H", "N", "H", "C", "H", "N", "H", "H", "H", "O", "H", "N", "H", "N", "H", "H", "H", "C", "H", "H", "N", "H", "H", "O", "H", "C", "H", "H", "N", "C", "C", "N", "C", "H", "N", "O", "H", "H", "C", "O", "H", "N", "N", "H", "H", "H", "H", "H", "H", "H", "H", "O", "C", "N", "N", "H", "H", "C", "C", "H", "H", "H", "C", "C", "H", "N", "N", "H", "H", "H", "C", "O", "H"], "positions_angstrom": [[4.842028, -2.401143, 3.458601], [3.453348, -6.173193, -1.985249], [0.361138, -1.474033, 0.034591], [-4.497402, -0.214963, 1.599191], [3.045668, 4.747007, -5.079209], [-4.428292, -1.226603, -1.065389], [-2.692952, -3.655863, 3.151031], [0.780418, 1.503637, 0.566861], [-2.244212, 1.800277, 4.524291], [3.895958, 5.110867, -4.119459], [3.381778, -0.535973, -4.984759], [-1.928942, -2.141343, -3.697069], [1.426028, 3.591917, 3.403221], [-3.853022, 0.649897, 5.141331], [-1.490962, 0.471527, 4.530601], [0.145128, 0.427897, 0.373701], [1.431628, 1.994457, -3.979159], [5.523818, 2.376637, -0.654149], [4.507628, -0.838633, 0.749131], [4.906228, 5.734697, -4.215539], [5.281718, 0.297887, -3.794419], [-0.254142, -4.535123, 0.139441], [-3.397622, -2.217443, 5.748051], [-1.738562, -0.087333, 3.628121], [1.480988, -3.790853, 1.043071], [-7.071432, -0.194703, 3.355961], [1.780728, 2.634717, 1.971891], [-4.061552, -2.675033, 3.719621], [1.601838, -3.749053, -0.569459], [0.118338, 2.178527, -3.532089], [-4.497102, -3.438583, -1.574879], [1.694758, 2.717647, 2.974801], [3.145438, 1.611347, -6.329389], [-3.655642, 3.133717, 0.330881], [4.173638, -0.055983, -2.645529], [3.157968, 0.046367, 3.325371], [-4.590712, 1.606987, -0.949779], [3.882488, 2.401847, -5.192049], [1.293738, 0.139477, -4.974299], [5.631348, -0.946873, 2.911181], [-5.294342, -1.535833, 3.514661], [2.270998, 1.725967, 3.626781], [5.877048, 2.465117, -1.596229], [-0.074662, -4.255553, 2.303161], [1.193498, 3.083817, -0.556219], [3.828738, 1.478397, -5.597579], [4.490398, 1.686037, -2.975849], [-2.640962, -3.054573, 5.050261], [-1.685402, -0.128843, 5.419331], [-3.932092, -5.301653, 1.550011], [1.710928, 0.132447, -3.212699], [4.647758, 2.320537, 1.605241], [-0.738162, 1.707937, -4.014839], [2.321638, 1.683227, 4.821761], [0.823988, -2.855803, -4.857859], [3.432248, -3.306753, 2.255801], [4.894508, 3.372237, -0.085389], [0.159038, -6.280533, -1.098539], [-7.460562, -0.714493, 4.129591], [2.171888, 4.266847, -4.917769], [0.160838, 5.898257, -1.185599], [4.138478, 4.823837, -2.286279], [-1.327172, -2.180283, -4.507289], [-3.914002, 1.302337, 3.636131], [-0.193822, 3.209387, -3.364809], [3.538328, 4.507817, -3.034649], [-0.430682, 0.687237, 4.398781], [-0.030602, 1.823987, -2.512179], [-3.511602, -3.603983, 1.280171], [-5.928342, -0.634793, 2.967151], [2.531358, 0.845987, 1.845541], [3.117348, -3.996183, -1.803129], [1.835818, 0.637587, -4.170479], [-3.618792, -3.038893, -1.873089], [-2.907652, 5.794627, 3.384061], [2.761088, 0.831327, 2.828961], [1.929938, 4.460997, -1.335419], [4.342398, 0.698817, -3.413579], [1.831968, -0.454433, 0.424981], [2.551668, -5.075863, -3.717909], [-3.235182, -1.925353, 6.701161], [-1.673132, 1.123817, 0.208351], [-3.026652, 3.923937, 0.327321], [-1.990382, -4.992703, 1.905201], [-3.161752, -4.751623, 0.080131], [3.580888, -2.745383, 1.429441], [3.820038, -6.136993, -1.044859], [0.942348, -3.697653, 0.193781], [-5.302512, -1.728433, -1.128699], [-5.754292, 0.986047, 1.924791], [1.037788, -2.458993, -2.553029], [-0.862112, -4.171653, 1.554171], [-0.586142, -6.632123, 0.404451], [2.292808, -4.234213, -4.212599], [-3.015442, 2.973887, -1.684509], [-1.264932, -3.176703, 1.364701], [3.104308, 5.269767, -5.941399], [-1.631852, -3.689263, 5.374351], [-2.045182, 2.337337, 5.451681], [0.060348, 4.665047, -0.792689], [-3.022352, -3.606113, -2.458429], [-4.211352, -1.822263, 5.298851], [-3.120812, -3.029293, 3.817691], [-1.928342, 2.642617, 3.333841], [-3.786052, 2.459437, -0.796499], [-1.133812, 0.277757, 0.324191], [0.194388, -6.015863, -0.041749], [-2.593402, 4.970287, 1.871221], [1.168758, 4.062527, -0.804459], [-2.622182, 3.874727, 3.645111], [-4.478242, -0.233963, -0.885759], [5.110108, 1.495867, -0.383639], [3.013308, -5.051343, -2.450809], [-2.294452, -1.356133, -1.911639], [-0.783172, -4.199773, -0.752609], [5.021828, -1.730453, 2.725161], [-3.658672, 1.478387, 4.597331], [3.122288, -2.947293, 0.552501], [0.956508, 6.281977, -1.675279], [-0.863912, 2.857567, 3.239541], [-4.334452, 2.888207, 1.037321], [3.742298, 3.758857, 1.525921], [-2.306952, 2.132247, 2.448251], [-0.561622, -1.810443, -2.339559], [-7.529812, 0.438767, 2.716671], [5.042118, 4.506097, -0.567729], [-0.084822, -2.522523, -4.173219], [0.127458, -2.246523, -2.935469], [0.842798, -0.646043, 0.354801], [1.168058, -6.304593, 0.354091], [3.437918, -6.986533, -2.583859], [4.374648, -1.672633, 1.536191], [3.368638, 0.474737, -4.576839], [2.533278, -5.964523, -4.197539], [-3.005452, 2.493767, -2.573039], [-1.251512, 5.326777, 2.893791], [-3.164932, -4.630763, 1.163401], [-2.297292, 5.020487, 2.919031], [-0.757762, 6.298387, -1.312739], [-5.385972, 0.048647, 2.000501], [4.333578, 3.098057, 1.042351], [2.663238, 4.009777, -2.955499], [-1.598512, -2.300533, -5.472689], [-1.545492, -0.547033, -0.088529], [-3.373762, -1.765533, -1.608239], [-0.995862, 4.193567, -0.340049], [-2.233552, 3.511047, -1.337789]], "forces_ev_per_a": [[0.1, 0.3, -0.3], [0.8, -3.0, 1.3], [1.2, -0.8, 0.4], [-0.2, 0.2, 0.3], [-1.3, 0.7, -4.0], [-1.7, 2.2, 1.6], [-0.3, -0.1, 0.4], [-1.0, 0.3, -0.5], [0.2, -1.9, 1.7], [-0.6, -0.9, -1.3], [0.5, 0.0, 0.1], [-0.6, 0.4, -0.8], [0.2, -0.5, 0.1], [0.3, -0.1, -0.1], [1.0, 0.8, -0.8], [3.0, 3.4, 1.2], [0.0, 0.6, -0.8], [0.6, -3.4, -0.9], [0.7, 4.7, -4.3], [1.7, 1.8, -0.8], [0.5, 0.6, -0.1], [2.8, -0.6, 1.4], [-1.3, 1.7, 3.2], [-0.4, -0.3, 0.0], [-0.4, -0.3, 0.1], [-3.1, 0.6, 1.1], [-0.7, 0.6, 0.0], [0.4, -0.2, -0.8], [-0.1, -0.4, -0.5], [-1.0, -0.3, 1.7], [0.4, -0.2, -0.3], [-0.9, 2.4, -1.9], [-0.2, -0.3, -0.3], [-0.4, 0.2, 2.7], [-0.5, 0.3, 0.5], [-0.1, -0.2, -0.7], [-3.2, -4.2, -0.6], [0.1, 0.1, 0.4], [-0.6, 0.1, 0.1], [-0.1, -0.3, 0.3], [-0.9, -0.8, 0.5], [-1.0, 1.8, 1.4], [-0.1, 0.2, 0.3], [-0.4, 0.1, 0.2], [0.0, -0.3, 0.3], [-0.6, -1.0, 0.0], [-0.5, 0.0, -0.5], [2.1, -0.9, -0.3], [0.1, 0.1, -0.1], [-0.1, 0.1, 0.0], [-0.3, -0.4, 0.0], [-0.3, -0.1, -0.2], [0.5, -0.4, -1.1], [0.4, -0.4, 2.8], [2.5, -1.8, -3.6], [-0.1, -0.1, -0.6], [2.5, 3.9, -2.5], [0.3, 0.1, -0.2], [-0.6, 0.5, -0.3], [0.3, 0.1, 0.2], [-1.6, 3.9, -1.4], [-0.2, -0.8, 1.2], [-1.6, -0.3, -1.6], [-0.6, -0.4, 0.0], [0.7, 0.5, -0.8], [-0.4, -0.9, 4.4], [0.3, -0.2, 0.5], [0.5, -0.6, 0.5], [0.3, 0.3, 0.5], [3.4, -2.0, 1.1], [0.2, -0.3, 0.2], [-0.5, 0.1, 0.1], [1.4, 0.0, 0.1], [-1.0, -3.7, -0.7], [0.2, 0.3, -0.1], [1.9, -3.2, -1.6], [0.1, -0.2, 0.5], [0.4, -2.3, -0.2], [0.0, -1.1, -0.4], [-0.2, -0.6, -0.4], [0.2, -0.5, -0.2], [0.0, 0.0, 0.1], [-0.3, -0.1, 0.7], [0.0, 0.8, -0.8], [0.8, -0.4, -0.1], [-1.4, -1.3, -0.6], [0.0, -0.5, -0.3], [0.1, 1.4, -0.3], [0.2, 0.4, 0.1], [0.6, -0.1, -0.8], [-0.1, 0.0, -0.1], [-1.5, -1.1, -2.5], [0.1, -0.4, 0.2], [-0.3, 0.1, 0.1], [2.1, 0.2, -4.3], [0.5, 0.5, 0.8], [0.0, -0.2, 0.0], [-0.6, 0.7, 0.5], [0.5, 0.3, -0.2], [-2.7, -0.1, 1.5], [0.0, 0.3, 0.3], [0.2, 0.0, 0.2], [-0.1, -1.1, -2.5], [-0.5, 1.3, 1.1], [0.3, 2.4, 1.6], [-4.2, 0.8, -0.4], [-1.8, 0.0, -0.2], [-0.1, -0.1, -0.2], [4.6, -3.5, -0.3], [0.3, -0.6, -0.6], [-0.1, 0.5, -0.1], [0.5, -0.6, -0.5], [-0.2, 3.7, -1.3], [2.9, 3.0, 0.0], [-0.7, 0.0, 0.4], [1.4, 1.2, 1.3], [-1.1, 1.0, -0.8], [0.2, 0.0, 0.2], [-0.2, -0.1, 0.1], [0.1, -0.3, -0.1], [0.5, 0.7, 0.2], [0.4, 0.1, -0.2], [0.0, 0.2, -0.4], [0.2, -0.2, -0.1], [-0.7, -0.3, 0.8], [-1.3, 0.5, 0.2], [-0.6, 1.4, -0.1], [1.4, 0.4, 5.5], [1.3, -2.7, -0.6], [-0.1, 0.4, 0.2], [0.3, -0.1, 0.7], [-0.5, -4.2, 4.0], [-1.0, 3.1, 0.3], [-0.1, 0.4, -0.1], [0.3, 0.3, 0.1], [0.3, -0.2, 0.4], [-0.3, -0.9, 0.3], [-0.7, 0.3, -0.3], [0.4, 0.6, -0.1], [0.8, 2.1, -2.8], [-2.5, -0.8, 4.0], [0.5, -0.1, 0.1], [-0.4, -0.1, 0.5], [0.1, 0.1, -0.1], [-1.2, -2.6, -0.7], [-0.5, -0.1, -0.1], [0.6, 0.2, -0.4]], "homo_energy_ev": -8.56, "gap_ha": 0.309, "e_tot_ha": -3570.3530, "charge": 0, "de_lowest_kj_mol": 0.0, "e_lumo_ev": -0.156}